No. 1
DFT (ωB97M-V/def2-TZVPD) results for 9 unconnected molecules or ions with the total composition C36H53F2N3O24S4 in a non-equilibrium geometry.

Gap between HOMO and LUMO ... 9.46 eV
SMILES string ... O=[N+]([O-])c1ccccc1.O=[N+]([O-])c1ccccc1.O=[N+]([O-])c1ccccc1.O=C1OC[C@@H](F)O1.O=C1OC[C@@H](F)O1.CCOS(C)(=O)=O.CCOS(C)(=O)=O.CCOS(C)(=O)=O.CCOS(C)(=O)=O
Total charge ... 0
Maximum force ... 5.1 eV/A
HOMO level ... -0.374 hartree

Structure (XYZ):
```
122
C36H53F2N3O24S4 (ωB97M-V/def2-TZVPD)
O 5.581 3.678 4.692
N 6.731 3.298 4.849
O 7.453 2.906 3.942
C 7.316 3.215 6.233
C 8.428 2.351 6.408
C 9.142 2.311 7.600
C 8.809 3.224 8.615
C 7.664 4.039 8.506
C 6.950 3.992 7.323
H 8.727 1.671 5.624
H 10.037 1.716 7.707
H 9.382 3.252 9.530
H 7.257 4.655 9.295
H 6.238 4.803 7.274
O -1.788 -0.087 1.034
N -2.014 -0.641 -0.061
O -3.090 -1.165 -0.305
C -0.846 -0.683 -1.049
C -0.996 -1.323 -2.290
C 0.022 -1.170 -3.267
C 1.271 -0.564 -2.998
C 1.387 -0.147 -1.680
C 0.401 -0.139 -0.704
H -1.992 -1.647 -2.556
H -0.154 -1.506 -4.278
H 2.017 -0.458 -3.772
H 2.336 0.318 -1.460
H 0.480 0.238 0.305
O 6.093 -7.838 1.719
N 5.704 -7.027 0.888
O 5.996 -5.871 0.924
C 4.842 -7.615 -0.172
C 4.828 -8.982 -0.429
C 4.115 -9.569 -1.445
C 3.249 -8.769 -2.173
C 3.177 -7.392 -1.959
C 3.998 -6.859 -0.985
H 5.568 -9.573 0.091
H 4.130 -10.641 -1.581
H 2.622 -9.266 -2.899
H 2.500 -6.807 -2.564
H 3.861 -5.813 -0.751
O -5.472 -6.660 3.243
C -6.418 -5.894 3.537
O -7.669 -5.911 2.978
C -8.360 -4.718 3.328
C -7.632 -4.304 4.583
F -8.416 -4.703 5.589
O -6.399 -4.964 4.482
H -8.347 -4.178 2.382
H -9.412 -4.848 3.580
H -7.420 -3.241 4.701
O -0.501 7.088 8.220
C -0.819 5.967 7.823
O 0.070 4.966 7.650
C -0.508 3.863 7.012
C -1.992 4.059 7.465
F -2.215 3.559 8.706
O -2.058 5.517 7.610
H -0.398 4.062 5.947
H -0.037 2.925 7.306
H -2.773 3.632 6.836
C 6.105 6.302 -9.089
C 5.686 6.044 -7.671
O 4.339 6.457 -7.457
S 3.807 7.196 -6.064
C 3.836 5.731 -4.918
O 4.790 8.219 -5.718
O 2.392 7.528 -6.304
H 7.063 5.855 -9.355
H 6.185 7.354 -9.365
H 5.418 5.782 -9.756
H 6.044 5.050 -7.403
H 6.354 6.673 -7.082
H 4.730 5.250 -5.316
H 3.044 4.997 -5.066
H 4.208 6.034 -3.939
C -14.633 4.439 3.902
C -13.718 3.554 3.091
O -12.502 3.469 3.791
S -11.632 2.031 3.664
C -11.581 1.968 1.826
O -10.318 2.411 4.214
O -12.404 0.828 4.040
H -14.704 4.249 4.973
H -15.616 4.418 3.432
H -14.235 5.437 3.720
H -14.170 2.567 2.994
H -13.584 4.036 2.123
H -10.784 1.243 1.657
H -11.207 2.901 1.404
H -12.578 1.671 1.502
C 15.589 0.258 -1.377
C 14.779 -0.914 -2.047
O 13.674 -0.150 -2.661
S 12.291 -0.961 -2.901
C 11.473 -0.829 -1.254
O 11.561 -0.173 -3.902
O 12.603 -2.410 -3.129
H 16.438 -0.224 -0.893
H 15.066 0.836 -0.615
H 16.060 0.927 -2.097
H 15.314 -1.359 -2.887
H 14.523 -1.631 -1.267
H 11.742 -1.743 -0.726
H 10.406 -0.747 -1.463
H 11.814 0.029 -0.674
C -12.445 -5.141 -5.793
C -11.867 -3.980 -6.486
O -10.389 -4.003 -6.287
S -9.717 -2.915 -5.205
C -9.655 -1.570 -6.468
O -10.699 -2.587 -4.188
O -8.364 -3.294 -4.914
H -13.530 -5.051 -5.856
H -12.071 -5.214 -4.772
H -12.111 -6.052 -6.289
H -12.081 -4.014 -7.554
H -12.304 -3.079 -6.055
H -8.854 -0.854 -6.282
H -10.653 -1.132 -6.500
H -9.581 -2.052 -7.443
```

No. 2
DFT (ωB97M-V/def2-TZVPD) results for a molecular structure, C36H53FMoN7O8S2 in a non-equilibrium geometry.

Gap between HOMO and LUMO (spin up / spin down) ... 5.05 / 5.04 eV
Total charge ... +1
Maximum force ... 1.2 eV/A
HOMO level (spin up / spin down) ... -0.314 / -0.314 hartree

Structure (XYZ):
```
108
C36H53FMoN7O8S2 (ωB97M-V/def2-TZVPD)
Mo 0.488 -0.457 0.332
N -0.083 0.507 -1.688
C -0.929 -0.437 -2.442
C -1.930 -0.990 -1.442
O -3.033 -1.378 -1.776
N -1.456 -0.882 -0.176
C -2.424 -0.730 0.893
C -1.894 0.332 1.848
O -2.564 0.800 2.745
O -0.663 0.720 1.595
H -0.638 1.323 -1.385
H 0.677 0.860 -2.257
H -0.311 -1.236 -2.853
H -1.483 0.043 -3.249
H -2.589 -1.652 1.453
H -3.385 -0.406 0.492
C 5.887 0.853 -5.157
C 6.306 0.390 -3.772
N 5.244 0.572 -2.774
C 4.442 -0.471 -2.482
C 3.350 -0.447 -1.666
C 2.624 -1.785 -1.518
O 3.210 -2.776 -1.915
O 1.433 -1.777 -1.034
C 3.010 0.789 -1.031
O 2.063 1.008 -0.255
C 3.903 1.930 -1.333
C 3.634 3.153 -0.716
C 4.422 4.232 -0.981
F 4.189 5.393 -0.337
C 5.491 4.158 -1.893
C 5.759 2.945 -2.494
C 4.982 1.808 -2.208
N 6.303 5.285 -2.207
C 5.766 6.636 -2.100
C 6.646 7.570 -2.968
N 7.592 6.708 -3.751
C 8.547 6.002 -2.833
C 7.696 5.258 -1.779
H 6.709 0.721 -5.860
H 5.593 1.903 -5.162
H 5.039 0.269 -5.515
H 7.201 0.906 -3.423
H 6.544 -0.671 -3.779
H 4.707 -1.420 -2.932
H 2.810 3.218 -0.015
H 6.564 2.894 -3.213
H 5.776 7.005 -1.072
H 4.739 6.649 -2.454
H 7.252 8.243 -2.366
H 6.064 8.155 -3.675
H 8.073 7.224 -4.485
H 7.013 5.970 -4.167
H 9.191 6.756 -2.387
H 9.150 5.334 -3.444
H 7.810 5.746 -0.803
H 8.035 4.231 -1.678
N 0.816 -4.313 0.064
C 0.205 -4.247 1.248
S -0.269 -2.797 1.961
N -0.005 -5.433 1.865
C -0.740 -5.619 3.076
C -0.093 -6.141 4.184
C -0.805 -6.362 5.356
C -2.153 -6.046 5.417
C -2.794 -5.518 4.303
C -2.092 -5.311 3.127
H 1.094 -3.454 -0.405
H 1.125 -5.189 -0.321
H 0.352 -6.263 1.419
H 0.965 -6.365 4.128
H -0.301 -6.770 6.222
H -2.706 -6.210 6.332
H -3.846 -5.271 4.348
H -2.579 -4.900 2.253
C 3.440 0.563 2.754
C 2.377 -0.510 2.911
C 1.371 -0.182 3.997
O 1.716 -0.661 1.666
H 3.984 0.700 3.691
H 2.967 1.509 2.480
H 4.155 0.292 1.975
H 2.849 -1.477 3.119
H 0.792 0.699 3.718
H 1.890 0.010 4.938
H 0.677 -1.009 4.143
C -3.509 4.187 1.304
C -2.281 4.737 2.023
C -1.103 3.772 2.033
S -0.242 3.408 0.499
O -1.212 2.909 -0.544
C 0.179 5.102 -0.013
C -0.846 5.775 -0.927
C -0.652 5.406 -2.393
H -4.333 4.901 1.347
H -3.832 3.259 1.776
H -3.299 3.957 0.260
H -2.537 4.907 3.073
H -1.991 5.712 1.622
H -1.415 2.791 2.395
H -0.289 4.116 2.681
H 1.137 5.027 -0.536
H 0.354 5.658 0.910
H -0.749 6.857 -0.805
H -1.857 5.511 -0.618
H 0.345 5.699 -2.738
H -1.382 5.913 -3.024
H -0.768 4.333 -2.534
```

No. 3
DFT (ωB97M-V/def2-TZVPD) results for a molecular structure, C36H53N2OPRuSSi2 in a non-equilibrium geometry.

ΔE to the lowest compared entry with this formula, charge and spin ... 0.0 kJ/mol
Gap between HOMO and LUMO (spin up / spin down) ... 6.88 / 7.18 eV
Expectation value of S² ... 0.816
Total charge ... +1
Maximum force ... 2.8 eV/A
2S+1 ... 2
HOMO level (spin up / spin down) ... -0.377 / -0.370 hartree

Structure (XYZ):
```
97
C36H53N2OPRuSSi2 (ωB97M-V/def2-TZVPD)
Ru -0.151 -0.045 -0.094
C 0.166 -1.678 3.507
Si -0.008 -2.162 1.658
C -1.118 -3.708 1.896
C 1.751 -2.736 1.131
C 2.213 -3.896 1.764
C 3.486 -4.391 1.529
C 4.335 -3.717 0.662
C 3.890 -2.566 0.033
C 2.604 -2.065 0.247
Si 2.153 -0.497 -0.755
C 2.449 -0.968 -2.585
C 3.484 0.815 -0.360
H 0.022 -2.578 4.110
H -0.567 -0.941 3.841
H 1.156 -1.285 3.726
H -0.598 -4.393 2.566
H -1.384 -4.256 0.998
H -2.042 -3.409 2.399
H 1.574 -4.421 2.465
H 3.815 -5.297 2.023
H 5.338 -4.082 0.483
H 4.562 -2.049 -0.646
H 3.391 -0.532 -2.925
H 1.658 -0.626 -3.255
H 2.514 -2.052 -2.674
H 4.468 0.369 -0.521
H 3.444 1.181 0.667
H 3.398 1.677 -1.025
C -2.913 -3.460 -2.448
S -1.497 -2.979 -1.427
O -1.535 -1.473 -1.436
C -0.189 -3.457 -2.561
C -0.088 -2.872 -3.814
C 0.925 -3.278 -4.666
C 1.835 -4.243 -4.252
C 1.752 -4.789 -2.979
C 0.735 -4.394 -2.123
H -2.846 -2.982 -3.423
H -3.811 -3.139 -1.924
H -2.897 -4.545 -2.542
H -0.787 -2.100 -4.118
H 1.013 -2.841 -5.652
H 2.615 -4.572 -4.926
H 2.483 -5.516 -2.650
H 0.656 -4.814 -1.126
N -1.392 3.941 -5.190
C -1.112 3.009 -4.248
C -2.110 2.198 -3.688
C -1.768 1.273 -2.728
N -0.524 1.097 -2.273
C 0.432 1.863 -2.816
C 0.198 2.805 -3.788
H -2.319 4.033 -5.561
H -0.654 4.469 -5.616
H -3.140 2.300 -4.005
H -2.521 0.619 -2.305
H 1.440 1.694 -2.456
H 1.018 3.385 -4.192
C -0.747 4.551 1.966
C -0.576 3.525 0.849
C 0.897 3.494 0.412
C -1.448 3.886 -0.356
P -0.956 1.742 1.379
C -0.016 1.671 2.948
C 1.280 1.166 2.834
C 2.134 1.129 3.923
C 1.693 1.580 5.158
C 0.403 2.072 5.289
C -0.441 2.136 4.191
C -2.790 1.486 1.747
C -3.436 1.107 0.404
C -3.556 2.658 2.354
C -2.859 0.260 2.667
H -0.471 5.537 1.586
H -0.098 4.326 2.810
H -1.774 4.604 2.324
H 1.154 4.424 -0.099
H 1.087 2.666 -0.277
H 1.557 3.385 1.272
H -1.094 4.818 -0.803
H -2.492 4.028 -0.073
H -1.393 3.106 -1.116
H 1.610 0.786 1.870
H 3.134 0.726 3.818
H 2.352 1.548 6.016
H 0.054 2.414 6.255
H -1.430 2.555 4.318
H -3.448 1.952 -0.287
H -4.468 0.793 0.571
H -2.898 0.275 -0.062
H -3.604 3.502 1.667
H -3.139 2.993 3.302
H -4.580 2.328 2.543
H -2.301 -0.571 2.226
H -3.898 -0.055 2.788
H -2.447 0.465 3.654
```

No. 4
DFT (ωB97M-V/def2-TZVPD) results for 11 unconnected molecules or ions with the total composition C36H54F4O33 in a non-equilibrium geometry.

Gap between HOMO and LUMO (spin up / spin down) ... 8.78 / 2.49 eV
Expectation value of S² ... 0.754
Total charge ... +1
Maximum force ... 6.5 eV/A
2S+1 ... 2
HOMO level (spin up / spin down) ... -0.422 / -0.422 hartree

Structure (XYZ):
```
127
C36H54F4O33 (ωB97M-V/def2-TZVPD)
C -4.546 3.920 0.404
C -4.232 2.674 -0.452
O -3.300 3.161 -1.354
C -3.525 4.458 -1.410
O -2.918 5.252 -2.084
O -4.518 4.761 -0.662
F -5.341 2.233 -1.026
H -3.768 4.059 1.155
H -5.495 3.847 0.935
H -3.756 1.794 -0.020
C 4.036 1.529 -1.027
C 4.708 2.926 -0.820
O 6.019 2.544 -0.357
C 6.293 1.271 -0.954
O 7.346 0.701 -0.954
O 5.146 0.694 -1.387
F 3.919 3.522 0.069
H 3.304 1.577 -1.833
H 3.420 1.358 -0.145
H 4.693 3.537 -1.723
C 1.406 -3.153 3.320
C -0.088 -3.340 3.271
O -0.533 -2.843 4.549
C 0.479 -2.526 5.276
O 0.494 -1.973 6.390
O 1.607 -2.823 4.676
F -0.220 -4.691 3.263
H 1.633 -2.356 2.612
H 2.001 -4.051 3.153
H -0.528 -2.840 2.408
C -7.300 -2.732 1.864
C -7.994 -1.353 1.831
O -7.391 -0.766 0.639
C -6.065 -1.247 0.687
O -5.095 -0.642 0.126
O -6.097 -2.420 1.386
F -7.829 -0.541 2.979
H -7.759 -3.525 1.274
H -7.315 -3.149 2.871
H -9.075 -1.498 1.813
C -4.449 -1.118 -4.376
O -3.389 -1.866 -3.669
C -2.954 -3.047 -3.969
O -2.163 -3.645 -3.247
O -3.394 -3.408 -5.111
C -2.980 -4.757 -5.468
H -5.268 -1.789 -4.637
H -3.933 -0.795 -5.279
H -4.690 -0.117 -4.018
H -1.915 -4.678 -5.689
H -3.550 -5.132 -6.318
H -3.234 -5.419 -4.640
C 1.118 -6.379 0.297
O 1.279 -5.694 -0.991
C 2.118 -4.605 -1.013
O 2.395 -3.783 -0.092
O 2.562 -4.393 -2.284
C 3.208 -3.170 -2.545
H 1.961 -6.772 0.865
H 0.455 -7.241 0.235
H 0.570 -5.640 0.881
H 3.357 -2.962 -3.604
H 4.143 -3.176 -1.985
H 2.644 -2.250 -2.392
C 8.559 1.514 1.933
O 7.401 0.620 2.153
C 6.348 1.059 2.706
O 6.185 2.261 3.078
O 5.530 0.052 2.865
C 4.173 0.466 3.119
H 9.267 0.967 1.311
H 9.077 1.832 2.837
H 8.130 2.330 1.352
H 3.582 0.905 2.315
H 4.089 1.102 4.001
H 3.581 -0.421 3.344
C 0.183 3.843 -1.787
O 0.792 3.371 -0.594
C 0.287 3.747 0.657
O -0.855 4.033 0.972
O 1.388 3.855 1.352
C 1.211 4.462 2.599
H 0.479 4.890 -1.850
H -0.904 3.784 -1.850
H 0.460 3.357 -2.723
H 2.168 4.843 2.956
H 0.723 3.712 3.222
H 0.609 5.368 2.527
C -1.086 -0.057 -5.051
C 0.351 0.358 -5.306
C 0.595 1.388 -6.347
O 1.971 1.765 -5.976
C 1.978 1.632 -4.637
O 2.836 2.055 -3.901
O 0.823 1.138 -4.222
H -1.073 -0.606 -4.110
H -1.473 -0.653 -5.878
H -1.701 0.739 -4.631
H 0.925 -0.546 -5.509
H -0.209 2.119 -6.265
H 0.610 0.826 -7.280
C -1.661 2.361 4.655
C -1.091 1.030 5.049
C 0.291 0.782 4.579
O 1.054 0.791 5.722
C 0.356 1.215 6.698
O 0.842 1.569 7.777
O -0.918 1.168 6.478
H -1.137 3.261 4.976
H -2.648 2.460 5.107
H -1.833 2.373 3.579
H -1.626 0.095 4.881
H 0.625 1.637 3.990
H 0.278 -0.142 4.001
C -1.916 -0.355 -0.718
C -0.682 -1.108 -0.678
C 0.475 -0.404 -1.447
O 1.421 -0.008 -0.343
C 0.849 -0.275 0.813
O 1.337 -0.154 1.938
O -0.360 -0.886 0.716
H -1.717 0.704 -0.552
H -2.552 -0.713 0.092
H -2.550 -0.382 -1.604
H -0.727 -2.188 -0.818
H 0.299 0.625 -1.758
H 0.869 -1.075 -2.210
```